Entry 1:
Computed, not measured: an isolated molecule of C7H14N2 in a non-equilibrium geometry, with the ωB97M-V functional and the def2-TZVPD basis.

CARTESIAN COORDINATES (ANGSTROEM)
C -0.27302 1.08073 -0.07779
C 0.43712 0.32624 1.04088
C -0.93792 0.38958 -1.27413
C -0.33682 -0.13491 2.24393
C -0.82434 -1.18617 -1.21882
C -0.70363 0.91803 -2.65697
C 2.57034 -0.36153 1.88082
N -1.71151 0.94801 -0.20442
N 1.74106 0.28286 0.94813
H 0.25577 2.02258 -0.44414
H 0.04682 -0.96140 2.85700
H -1.27463 -0.31632 1.93346
H -0.28480 0.69153 2.91492
H -0.79845 -1.64789 -0.21782
H -0.05041 -1.43849 -1.97971
H -1.70444 -1.53431 -1.72713
H -1.52803 0.70678 -3.34946
H 0.26406 0.66916 -2.97317
H -0.60773 1.98948 -2.57905
H 3.37388 0.37123 2.12130
H 2.06444 -0.90076 2.75487
H 3.14894 -1.06127 1.23960
H -2.33998 1.72344 -0.40782

Force components x, y, z for each atom (eV/Å):
C 0.61 0.97 -1.09
C 3.17 0.19 -0.15
C 1.58 -2.86 1.83
C 2.96 0.09 0.45
C -0.32 1.51 -1.44
C -1.61 1.46 1.01
C 1.03 -0.85 0.23
N -0.83 0.08 -0.17
N -3.62 0.89 -1.14
H -0.76 -1.11 0.96
H 0.11 -0.03 -0.75
H -3.54 -0.60 -0.62
H -0.48 0.89 0.64
H 0.46 0.35 -0.60
H 0.11 -0.26 1.26
H -0.83 -0.45 -0.03
H 0.46 -0.25 0.00
H 1.13 -1.08 -0.83
H -0.39 0.73 -0.07
H -0.66 -0.46 0.70
H 0.98 0.86 -0.97
H -0.30 -0.24 0.75
H 0.73 0.16 0.04

Values from the calculation:
Kohn-Sham gap   10.01 eV
LUMO energy   1.02 eV
SMILES   C/N=C(\C)[C@@H]1NC1(C)C
Energy relative to the best compared isomer or geometry (same formula, charge and spin)   57.97 kcal per mole


Entry 2:
Computed, not measured: a cluster of 2 separate species, C11H14FN2O3 in total in a non-equilibrium geometry, with the ωB97M-V functional and the def2-TZVPD basis.

CARTESIAN COORDINATES (ANGSTROEM)
C 3.14308 -0.17901 -1.88746
C 2.05209 0.30261 -2.00686
N 0.78373 0.86751 -1.75262
C -0.28128 0.01926 -1.64726
C -1.55518 0.52839 -1.35299
C -2.77602 -0.41323 -1.18452
O -3.75302 0.29137 -0.41880
O -4.78265 0.73953 -1.25335
C -1.65666 1.97090 -1.21612
C -0.51889 2.83958 -1.32979
C 0.71772 2.20202 -1.59374
F 1.83189 2.90376 -1.69677
H 4.13392 -0.55210 -1.61620
H -0.11092 -1.06426 -1.78117
H -2.47677 -1.30746 -0.58581
H -3.17606 -0.72796 -2.17235
H -4.38723 1.35729 -1.89893
H -2.65310 2.39520 -1.01594
H -0.61024 3.93290 -1.22481
C 0.07792 -2.09371 2.02695
O -0.82894 -1.66830 1.32612
N 1.22194 -1.43047 2.28787
C 2.27281 -1.98508 3.12338
C 1.39469 -0.11754 1.70517
H 0.02715 -3.08230 2.50780
H 2.43919 -1.32637 3.97753
H 3.19314 -2.06246 2.54101
H 1.99688 -2.97382 3.48527
H 0.58908 0.53557 2.04764
H 1.33597 -0.20931 0.61905
H 2.35575 0.30749 1.98772

Force components x, y, z for each atom (eV/Å):
C 0.24 0.11 0.43
C -0.34 0.16 0.86
N 1.76 -0.79 -0.81
C -1.92 0.19 0.43
C 1.06 0.96 -0.32
C 0.50 0.23 0.43
O 0.90 -0.41 -0.09
O -0.79 0.23 -0.84
C 0.98 -0.50 -0.21
C -0.52 -1.96 -0.11
C -1.62 1.69 0.38
F -0.64 -0.89 -0.01
H -0.79 0.19 -0.66
H 0.22 0.90 0.10
H -0.11 0.67 -0.43
H 0.14 0.19 0.65
H -0.02 -0.10 0.37
H 0.68 -0.13 0.04
H 0.26 -0.79 -0.08
C 0.07 -0.09 0.08
O 0.19 0.18 -0.23
N -0.21 -0.30 0.02
C 0.01 0.26 -0.09
C -0.25 -0.03 0.02
H 0.00 0.03 0.02
H 0.10 -0.12 0.04
H 0.05 -0.07 0.13
H -0.06 0.05 -0.06
H 0.08 0.11 -0.10
H 0.07 0.15 0.01
H -0.02 -0.11 0.03

Values from the calculation:
Kohn-Sham gap   7.38 eV
Charge   +1
LUMO energy   -4.93 eV


Entry 3:
Computed, not measured: an isolated molecule of C3H5N3OS in a non-equilibrium geometry, with the ωB97M-V functional and the def2-TZVPD basis.

CARTESIAN COORDINATES (ANGSTROEM)
C 1.42278 -0.32245 0.05986
C 0.44850 -1.30561 0.06657
C -0.65671 -0.55906 -0.09480
H -0.77434 2.30401 0.84114
H -1.34726 2.27999 -0.63053
H 3.22305 0.18439 0.09904
H 0.62686 -2.29131 0.16966
H -2.62008 -2.16611 -0.32835
N -1.28808 1.66532 0.20700
N -0.32790 0.71743 -0.20872
N 1.02950 0.94708 -0.22715
O 2.68787 -0.67742 0.04077
S -2.42417 -0.77625 0.00550

Force components x, y, z for each atom (eV/Å):
C 0.64 1.54 -1.80
C -0.15 2.30 -0.02
C -2.89 -0.77 0.37
H -0.40 -0.72 0.08
H -0.62 -0.34 0.61
H -0.89 -1.89 -0.19
H 0.24 -2.98 0.27
H 0.88 1.89 0.47
N 1.46 2.12 -1.45
N -0.25 1.07 -0.24
N -0.55 -2.25 1.81
O 2.94 2.02 0.46
S -0.41 -1.99 -0.39

Values from the calculation:
Kohn-Sham gap   9.27 eV
LUMO energy   0.76 eV
SMILES   Nn1nc(O)cc1S
Energy relative to the best compared isomer or geometry (same formula, charge and spin)   68.49 kcal per mole


LUMO energy of number 2 (C11H14FN2O3)? -4.93 eV